124
Properties=species:S:1:pos:R:3:mulliken_charge:R:1 method="wB97M-V/def2-TZVPD" de_lowest_kj_mol=0.00 charge=0
Zn -2.932 0.031 -0.826 1.8745
S -0.666 0.950 0.071 1.2019
O 0.078 0.353 1.169 -0.2964
O -2.061 1.333 0.495 -0.3196
O 0.041 2.087 -0.536 -1.3192
O -0.950 -0.076 -1.013 -0.5032
C 1.567 -3.200 2.171 -0.9936
C 2.690 -2.787 1.232 -0.3056
N 3.421 -3.928 0.636 0.5394
C 4.414 -3.372 -0.319 -0.4100
C 3.800 -2.875 -1.613 -0.8683
C 4.141 -4.599 1.713 -0.4715
C 4.962 -5.802 1.257 -1.3988
H 0.864 -3.899 1.718 0.2242
H 1.023 -2.315 2.514 -0.1406
H 1.958 -3.628 3.099 0.5747
H 2.271 -2.210 0.403 -0.4632
H 3.378 -2.107 1.760 0.7526
H 4.980 -2.558 0.162 0.3187
H 5.103 -4.172 -0.572 0.4654
H 3.155 -2.006 -1.477 -0.1063
H 4.591 -2.605 -2.314 0.4776
H 3.211 -3.659 -2.091 0.1663
H 3.409 -4.998 2.416 0.3685
H 4.767 -3.888 2.278 0.3171
H 5.925 -5.527 0.839 0.3595
H 4.366 -6.370 0.537 0.2335
H 5.116 -6.484 2.095 0.4349
C -7.073 1.284 -0.655 -1.3530
C -5.806 0.952 0.110 0.5385
O -4.882 0.345 -0.443 -0.3830
N -5.806 1.263 1.411 -0.1192
C -4.664 1.013 2.294 -0.3608
H -7.777 0.462 -0.567 0.3138
H -6.805 1.427 -1.701 0.3168
H -7.458 2.248 -0.327 0.4161
H -6.676 1.500 1.855 0.2620
H -4.834 1.579 3.208 0.4409
H -3.751 1.388 1.849 -0.2416
H -4.576 -0.047 2.524 0.1822
C 1.061 3.832 2.318 -0.3082
C 0.760 5.098 1.561 0.4221
O 0.878 6.202 2.053 -0.7204
N 0.369 4.923 0.269 0.4330
C 0.242 6.055 -0.624 -1.2633
H 1.096 4.052 3.380 0.4464
H 2.039 3.460 2.003 0.0973
H 0.322 3.061 2.096 -0.1177
H 0.261 3.988 -0.088 -0.2077
H 0.318 5.690 -1.652 0.3549
H 1.066 6.748 -0.468 0.3992
H -0.717 6.561 -0.502 0.3127
C 1.577 -6.317 -1.564 -0.9455
C 0.405 -5.371 -1.612 0.7039
O -0.685 -5.709 -2.064 -0.7124
N 0.636 -4.156 -1.067 0.3419
C -0.353 -3.105 -1.012 -0.4904
H 1.921 -6.445 -0.537 0.1424
H 2.406 -5.983 -2.188 0.2514
H 1.256 -7.282 -1.948 0.3682
H 1.492 -4.004 -0.552 -0.0250
H -0.461 -2.710 0.003 -0.2575
H -1.324 -3.491 -1.319 0.3633
H -0.096 -2.246 -1.631 0.0971
C 3.590 0.811 0.579 0.1378
C 3.914 2.111 -0.126 0.5069
O 5.049 2.557 -0.139 -0.7448
N 2.886 2.701 -0.780 0.4560
C 3.080 3.948 -1.491 -1.0298
H 3.906 -0.010 -0.070 -0.0237
H 2.532 0.686 0.813 -0.4162
H 4.211 0.763 1.472 0.5264
H 1.958 2.306 -0.701 -0.3572
H 4.034 3.922 -2.010 0.3901
H 3.077 4.796 -0.799 0.2816
H 2.247 4.089 -2.177 0.1455
C -1.495 1.064 4.182 -0.1282
C -0.087 1.027 4.737 0.6068
O 0.134 1.241 5.919 -0.7256
N 0.870 0.700 3.851 0.4272
C 2.263 0.611 4.219 -0.8446
H -1.914 2.056 4.342 0.3711
H -2.107 0.362 4.752 0.3554
H -1.529 0.782 3.127 -0.4007
H 0.626 0.478 2.894 -0.3355
H 2.797 1.538 3.989 0.2314
H 2.718 -0.180 3.617 0.0898
H 2.365 0.388 5.276 0.4720
C -2.813 1.539 -4.821 -1.3566
C -2.810 2.037 -3.415 0.7926
O -3.033 1.270 -2.467 -0.8728
N -2.520 3.317 -3.202 -0.0795
C -2.489 3.887 -1.868 -0.9307
H -3.821 1.231 -5.107 0.3679
H -2.156 0.677 -4.902 0.2846
H -2.535 2.291 -5.563 0.3809
H -2.197 3.881 -3.968 0.3885
H -3.488 4.160 -1.524 0.3570
H -1.914 4.812 -1.897 0.4571
H -2.027 3.191 -1.171 0.0649
C 0.494 3.748 -4.357 -0.4729
C 1.198 2.405 -4.387 0.7780
O 1.964 2.138 -5.296 -0.7150
N 0.921 1.560 -3.366 0.5592
C 1.598 0.290 -3.208 -1.1792
H -0.220 3.784 -5.178 0.4057
H 1.247 4.528 -4.391 0.3641
H -0.082 3.875 -3.430 -0.4772
H 0.399 1.878 -2.565 -0.3392
H 2.521 0.275 -3.777 0.5334
H 0.968 -0.533 -3.559 0.4135
H 1.777 0.146 -2.143 0.0868
C -2.031 -2.211 2.613 -0.6180
C -3.025 -2.329 1.491 0.1652
O -3.035 -1.511 0.571 -0.5151
N -3.989 -3.250 1.612 -0.1374
C -5.167 -3.328 0.768 -0.8863
H -1.461 -3.125 2.776 0.5109
H -2.591 -2.056 3.542 0.6310
H -1.388 -1.355 2.432 -0.5407
H -4.004 -3.821 2.440 0.2691
H -4.901 -3.202 -0.280 0.2446
H -5.907 -2.572 1.037 0.2759
H -5.594 -4.322 0.870 0.3869

=====

16
Properties=species:S:1:pos:R:3:mulliken_charge:R:1 method="wB97M-V/def2-TZVPD" de_lowest_kj_mol=423.26 charge=0
C -0.279 -0.988 -2.325 -1.2147
C -0.874 -0.436 -1.045 -0.1839
O 0.179 0.052 -0.236 -0.3715
C -0.302 0.639 0.947 0.1919
C -0.746 -0.202 2.078 -0.7673
C 0.813 0.802 1.964 -0.7014
H -1.068 -1.386 -2.971 0.3750
H 0.427 -1.793 -2.102 0.3008
H 0.255 -0.203 -2.869 0.3015
H -1.585 0.375 -1.269 0.2775
H -1.431 -1.220 -0.507 0.2975
H -0.880 1.545 0.737 0.3747
H 0.424 0.193 2.888 0.2740
H -0.321 -1.200 1.854 0.2312
H 0.886 1.795 2.402 0.3111
H 1.748 0.376 1.609 0.3036

=====

127
Properties=species:S:1:pos:R:3:mulliken_charge:R:1 method="wB97M-V/def2-TZVPD" charge=+1
C -3.239 -2.622 -6.055 -1.0020
C -1.612 -2.672 -5.870 0.3153
C -1.001 -4.065 -5.178 -0.7696
C -0.633 -1.632 -6.287 -0.1855
C -1.082 -0.575 -7.449 -0.7030
C -1.170 0.990 -7.010 -0.7887
C -0.836 1.276 -5.396 1.5970
C -0.458 2.903 -5.359 -0.9747
C -2.199 0.889 -4.586 -0.0676
C -2.538 1.753 -3.253 -1.1388
C -1.778 1.396 -1.880 0.4673
C -1.082 2.797 -1.282 -0.4401
C -1.239 3.081 0.350 -0.9360
N 0.353 2.722 -1.846 0.1098
C 0.861 1.466 -2.206 -0.5525
C 2.325 1.072 -2.824 -0.3144
Cl 2.868 1.328 -4.597 -0.0680
C 3.365 0.426 -1.926 0.1090
C 3.085 0.141 -0.309 -0.6202
Cl 5.042 -0.088 -2.630 -0.1689
C -0.430 0.494 -1.763 0.9713
B -0.406 -1.095 -2.176 1.0502
O -1.375 -1.979 -1.442 -0.5166
O 0.484 -1.756 -3.144 -0.7261
H -3.618 -2.071 -7.016 0.2894
H -3.718 -2.122 -5.089 0.1587
H -3.659 -3.736 -6.132 0.3489
H -1.635 -4.245 -4.210 0.0940
H 0.137 -3.896 -4.965 0.1257
H -1.185 -5.001 -5.894 0.4360
H 0.467 -1.549 -5.874 0.4743
H -2.107 -0.843 -7.990 0.1191
H -0.260 -0.652 -8.311 0.3590
H -0.331 1.575 -7.618 0.2406
H -2.187 1.531 -7.280 0.3110
H 0.127 0.727 -5.022 -0.8448
H 0.182 3.207 -4.429 0.0668
H -1.517 3.452 -5.410 0.2688
H 0.150 3.248 -6.311 0.3488
H -2.218 -0.294 -4.424 -0.7517
H -3.097 1.083 -5.350 0.6786
H -2.451 2.931 -3.426 0.2798
H -3.706 1.591 -3.050 0.2336
H -2.464 0.967 -1.026 0.7752
H -1.436 3.821 -1.719 0.4719
H -2.359 3.414 0.560 0.3825
H -0.884 2.180 1.006 -0.0763
H -0.589 4.063 0.547 0.3934
H 1.039 3.487 -2.028 0.4173
H 3.100 1.169 0.270 0.2809
H 3.906 -0.538 0.188 0.4411
H 2.051 -0.411 -0.255 0.0929
H -0.282 0.428 -0.577 -0.0337
H -1.319 -2.890 -1.897 -0.0975
H 0.797 -1.050 -3.781 -0.1047
C -4.468 -2.151 -0.785 0.8948
O -5.177 -1.472 -1.516 -0.6858
N -4.919 -3.061 0.147 0.1421
C -4.013 -3.827 0.977 -0.5052
C -6.346 -3.259 0.303 -1.0375
H -3.368 -2.080 -0.821 -0.2454
H -4.177 -4.892 0.789 0.3371
H -4.220 -3.603 2.027 0.3509
H -2.971 -3.579 0.755 -0.0262
H -6.766 -3.590 -0.652 0.2996
H -6.809 -2.307 0.580 0.2883
H -6.550 -4.006 1.074 0.4033
C 0.855 0.696 2.717 0.0017
O 1.233 1.165 1.651 -0.5871
N 1.675 0.215 3.716 0.1944
C 1.148 -0.326 4.950 -0.9944
C 3.110 0.253 3.525 -0.8459
H -0.217 0.620 2.965 0.3702
H 1.532 0.264 5.787 0.3813
H 1.477 -1.364 5.050 0.3653
H 0.055 -0.293 4.960 0.3095
H 3.422 1.290 3.368 0.2968
H 3.367 -0.330 2.635 0.1611
H 3.626 -0.159 4.396 0.4089
C -0.236 -5.054 1.212 -0.1071
O -1.031 -4.125 1.279 -0.5289
N 0.428 -5.458 0.073 0.2263
C 1.354 -6.570 0.076 -0.9044
C 0.193 -4.747 -1.167 -0.6576
H 0.015 -5.662 2.096 0.2940
H 2.338 -6.212 -0.239 0.3462
H 0.997 -7.330 -0.626 0.3065
H 1.436 -7.013 1.073 0.2946
H 0.463 -3.695 -1.031 0.0542
H -0.871 -4.807 -1.416 0.1337
H 0.786 -5.178 -1.978 0.3829
C -0.652 3.195 5.349 0.1370
O -0.443 2.612 6.405 -0.6316
N -0.439 4.538 5.121 0.2123
C -0.711 5.153 3.840 -0.6790
C 0.075 5.360 6.197 -1.0686
H -1.043 2.664 4.466 0.2724
H 0.215 5.587 3.451 0.3499
H -1.457 5.942 3.978 0.4045
H -1.093 4.420 3.123 0.0025
H 1.043 4.964 6.517 0.2894
H -0.620 5.317 7.041 0.2887
H 0.192 6.397 5.869 0.4297
C 5.047 -6.018 -3.068 0.1090
O 4.943 -6.952 -2.283 -0.5950
N 5.908 -4.950 -2.933 0.1254
C 5.970 -3.883 -3.909 -0.7739
C 6.780 -4.893 -1.778 -0.9400
H 4.430 -5.962 -3.981 0.3121
H 6.984 -3.836 -4.318 0.3590
H 5.729 -2.938 -3.415 0.1743
H 5.262 -4.053 -4.724 0.3013
H 7.418 -5.782 -1.769 0.3076
H 6.169 -4.889 -0.870 0.2608
H 7.402 -3.994 -1.808 0.3869
C 0.938 7.145 9.551 0.1081
O 0.841 7.134 8.331 -0.5530
N -0.108 7.301 10.436 0.1127
C 0.092 7.303 11.870 -0.9161
C -1.449 7.470 9.916 -0.8880
H 1.913 7.025 10.051 0.2834
H -0.489 6.486 12.308 0.3383
H -0.253 8.259 12.274 0.3361
H 1.147 7.167 12.121 0.2875
H -1.709 6.596 9.312 0.2387
H -1.474 8.359 9.278 0.2965
H -2.168 7.582 10.732 0.3761

=====

8
Properties=species:S:1:pos:R:3:mulliken_charge:R:1 method="wB97M-V/def2-TZVPD" de_lowest_kj_mol=307.98 charge=0
C 1.314 1.618 -0.524 0.0300
C -1.386 -0.526 0.599 0.0351
N 0.291 1.758 -0.999 -0.2984
F -2.389 -1.114 1.194 -0.1290
F -0.675 -0.131 1.606 -0.1104
I 0.065 -2.208 -0.250 0.0382
H 2.311 1.552 -0.330 0.2867
H 0.470 -0.949 -1.297 0.1478

=====

Values of lowest unoccupied orbital energy, in order: -0.46; 1.09; -4.44; -0.02, all in eV.
Values of maximum force, in order: 1.2; 0.3; 5.5; 2.8, all in eV/A.